The following is a DFT calculation (ωB97M-V/def2-TZVPD) of a cluster of 10 separate species, C40H60O30 in total.

```
130
C40H60O30 (ωB97M-V/def2-TZVPD)
C 6.8609 -1.1605 0.8665
C 6.2360 -2.5288 1.1008
C 4.7512 -2.5246 1.5458
O 4.0230 -3.1322 0.4870
C 4.8579 -3.5335 -0.4649
O 4.5726 -4.0976 -1.4841
O 6.0983 -3.1282 -0.2124
H 6.1531 -0.3445 1.0524
H 7.0956 -1.0529 -0.1930
H 7.7426 -0.9380 1.4631
H 6.9918 -3.0397 1.6967
H 4.4079 -1.5325 1.8274
H 4.6061 -3.2060 2.3828
C 4.3237 -2.5540 4.9378
C 4.8354 -1.2103 4.5357
C 4.9293 -0.1140 5.6205
O 5.9914 0.7298 5.1424
C 6.8687 -0.1233 4.5979
O 8.0019 0.1137 4.3079
O 6.2624 -1.2921 4.2855
H 5.0597 -3.3598 4.8540
H 3.6210 -3.0091 4.2378
H 3.9450 -2.5454 5.9593
H 4.1913 -0.7751 3.7648
H 4.9958 -0.4926 6.6420
H 4.0330 0.5070 5.5908
C 0.0130 -0.2381 -0.8701
C 0.2086 0.8555 0.1830
C -0.6055 0.4335 1.4583
O 0.4301 0.1520 2.3875
C 1.6938 0.3444 1.8638
O 2.7084 0.0961 2.4355
O 1.5603 0.7637 0.6192
H -1.0418 -0.2851 -1.1644
H 0.1668 -1.1959 -0.3678
H 0.5788 -0.2862 -1.8012
H -0.0580 1.8629 -0.1206
H -1.1154 -0.4734 1.1352
H -1.2771 1.2046 1.8242
C -6.3519 -0.1456 0.3302
C -5.6526 0.3688 -0.9044
C -4.1767 0.0098 -1.0341
O -4.1409 -0.5145 -2.3663
C -5.3870 -0.6088 -2.9184
O -5.6068 -1.0511 -3.9980
O -6.3100 -0.1891 -2.0483
H -7.3354 0.3045 0.4333
H -5.7379 0.2313 1.1606
H -6.2962 -1.2200 0.4946
H -5.6758 1.4630 -0.9053
H -3.7640 -0.6777 -0.2887
H -3.4355 0.8117 -0.9664
C -2.2058 -6.3205 -0.4868
C -1.9589 -4.9095 0.0451
C -2.1233 -3.7281 -0.9236
O -2.3213 -2.6517 0.0342
C -2.8209 -3.1758 1.1362
O -3.3295 -2.5498 2.0256
O -2.8617 -4.5205 1.0751
H -2.5570 -6.8542 0.4038
H -1.3479 -6.8523 -0.8850
H -3.0512 -6.4612 -1.1646
H -0.8959 -4.9803 0.2974
H -3.0789 -3.7832 -1.4526
H -1.3094 -3.5128 -1.6089
C -7.1725 4.3351 3.3288
C -6.1153 4.5378 2.2593
C -4.9513 5.4153 2.7683
O -3.8217 4.5747 2.6025
C -4.1761 3.3639 2.1873
O -3.3810 2.5272 1.8675
O -5.5021 3.2603 2.0082
H -7.5381 5.3284 3.6077
H -6.7497 3.9099 4.2379
H -7.9871 3.7360 2.9271
H -6.5616 4.8797 1.3253
H -5.1373 5.7536 3.7838
H -4.9064 6.2410 2.0570
C -0.6695 -2.2532 -4.1774
C -2.0416 -2.4255 -4.7354
C -2.6404 -1.1834 -5.4215
O -3.0728 -1.6550 -6.6798
C -2.9330 -2.9940 -6.7382
O -3.4305 -3.7313 -7.5241
O -2.0873 -3.4036 -5.7802
H -0.0633 -1.6995 -4.8970
H -0.2206 -3.2246 -3.9668
H -0.6935 -1.7313 -3.2198
H -2.6950 -2.8375 -3.9566
H -1.7681 -0.5280 -5.5186
H -3.3420 -0.6516 -4.7875
C 3.7478 2.7243 4.2417
C 3.3453 3.8110 3.2534
C 4.1066 3.8386 1.9433
O 3.0746 3.7681 0.9515
C 1.8563 3.8073 1.5512
O 0.8362 3.7841 0.9597
O 1.9863 3.5983 2.8730
H 2.9297 2.0052 4.3315
H 4.0327 2.9126 5.2787
H 4.6295 2.1848 3.8893
H 3.3499 4.7425 3.8227
H 4.8063 3.0128 1.8104
H 4.7242 4.7216 1.7788
C -1.2947 2.8660 -3.0343
C -2.8061 3.0722 -3.1852
C -3.3382 4.5210 -3.0678
O -4.1505 4.6267 -4.2254
C -4.0873 3.5094 -5.0196
O -4.6860 3.3278 -6.0136
O -3.1566 2.6781 -4.4880
H -0.8284 1.8800 -2.9512
H -1.1084 3.1473 -1.9872
H -0.6999 3.4201 -3.7581
H -3.2574 2.3765 -2.4695
H -2.4479 5.1313 -3.2419
H -3.8464 4.7685 -2.1433
C 4.2212 -0.5146 -3.3696
C 4.0305 -1.5103 -2.2409
C 3.7374 -1.0237 -0.8186
O 2.7430 -1.9321 -0.3818
C 2.2499 -2.6359 -1.3872
O 1.2099 -3.2225 -1.3934
O 2.9431 -2.3852 -2.5177
H 4.8111 0.3380 -3.0264
H 3.2533 -0.1598 -3.7322
H 4.7199 -0.8738 -4.2691
H 4.9344 -2.1239 -2.1698
H 3.4250 0.0118 -0.6888
H 4.6761 -1.1206 -0.2738
```

Results
SMILES	C[C@H]1COC(=O)O1.C[C@H]1COC(=O)O1.C[C@H]1COC(=O)O1.C[C@H]1COC(=O)O1.C[C@H]1COC(=O)O1.C[C@H]1COC(=O)O1.C[C@H]1COC(=O)O1.C[C@H]1COC(=O)O1.C[C@H]1COC(=O)O1.C[C@H]1COC(=O)O1
frontier orbital gap	10.15	eV
relative energy (zero: lowest compared OMol25 entry of this formula, charge and spin)	4.778	eV
highest occupied orbital energy	-0.374	Ha
maximum force	0.093	Eh/bohr

These are the Mulliken partial charges, in e, on atoms 1 to 6: C -1.34; C 0.68; C 0.71; O -0.34; C 0.38; O -0.48